(1)
91
Properties=species:S:1:pos:R:3:forces:R:3:mulliken_spin:R:1 method="wB97M-V/def2-TZVPD" homo_ev="-10.024 / -11.780" multiplicity=3 total_energy_ha=-6503.062699 s_squared=2.008 total_charge=+1
Pt -0.75254 0.01133 -0.35071 -0.472 0.273 0.334 0.64
N 2.05607 -0.60766 -0.93125 -0.135 0.079 -0.079 -0.02
P 0.84571 -1.63872 -0.32349 0.104 -0.172 0.102 0.44
C 1.58418 -2.36699 1.15455 -0.012 0.008 0.014 -0.04
C 2.07876 -3.66947 1.16982 -0.010 -0.011 -0.068 0.01
C 2.75546 -4.13860 2.28547 0.019 -0.028 0.012 0.00
C 2.94973 -3.30882 3.37820 0.004 0.019 0.035 0.01
C 2.44758 -2.01335 3.37009 -0.006 0.015 0.003 -0.01
C 1.74746 -1.54405 2.27119 0.031 -0.006 -0.058 0.05
C 0.63122 -2.99712 -1.48130 0.145 0.048 -0.042 -0.04
C -0.51706 -3.77570 -1.37144 -0.059 -0.051 0.017 0.06
C -0.73886 -4.80972 -2.26653 -0.003 -0.028 -0.013 0.01
C 0.18101 -5.06394 -3.27568 -0.018 -0.014 -0.005 0.00
C 1.32809 -4.29127 -3.38604 0.000 0.018 0.028 0.00
C 1.55570 -3.25775 -2.48863 -0.008 -0.022 -0.002 0.01
P 1.33867 0.92877 -0.98838 0.154 0.034 0.155 0.17
C 1.56010 1.60098 -2.64052 0.138 0.015 0.000 0.01
C 2.47281 1.04563 -3.53391 -0.035 -0.025 -0.006 0.01
C 2.62061 1.59180 -4.79903 0.011 -0.010 0.008 0.00
C 1.86879 2.69749 -5.17038 0.000 0.030 -0.026 0.01
C 0.97101 3.26310 -4.27647 -0.010 0.021 -0.014 0.00
C 0.81394 2.71507 -3.01351 -0.045 0.028 -0.024 0.06
C 2.34425 1.97624 0.08410 0.026 -0.055 -0.002 0.03
C 3.13081 1.40926 1.08347 0.014 -0.027 -0.001 0.03
C 3.86833 2.21825 1.93471 -0.003 0.009 0.003 -0.01
C 3.81482 3.59614 1.80174 0.027 0.002 0.024 0.02
C 3.02770 4.16588 0.81047 0.008 0.027 0.012 -0.01
C 2.29678 3.36314 -0.04438 -0.030 0.026 -0.032 0.04
H 3.04882 -0.76356 -0.81102 0.007 -0.035 -0.050 0.00
H 1.94627 -4.31727 0.31286 -0.009 0.004 -0.011 0.01
H 3.14083 -5.14888 2.29616 -0.005 -0.015 -0.005 0.00
H 3.48744 -3.67320 4.24300 0.012 -0.006 0.014 0.00
H 2.59010 -1.37484 4.23273 0.011 0.013 0.014 0.00
H 1.30608 -0.55256 2.27258 -0.020 -0.024 0.007 -0.02
H -1.24341 -3.57404 -0.59106 0.009 0.031 0.029 0.00
H -1.63092 -5.41479 -2.18041 -0.019 -0.013 -0.002 0.00
H 0.00161 -5.86682 -3.97768 0.000 -0.011 -0.008 0.00
H 2.04418 -4.49144 -4.17091 0.016 -0.003 -0.017 0.00
H 2.44416 -2.64702 -2.58696 0.003 0.021 0.011 0.00
H 3.05376 0.17691 -3.25246 0.008 -0.015 0.016 0.00
H 3.32391 1.15603 -5.49545 0.013 -0.007 -0.005 0.00
H 1.98654 3.12234 -6.15775 -0.002 0.006 -0.016 0.00
H 0.38961 4.12886 -4.56244 -0.007 0.019 -0.013 0.00
H 0.10976 3.15805 -2.31850 -0.055 -0.007 0.027 0.01
H 3.17999 0.33696 1.21198 -0.001 -0.010 -0.025 0.01
H 4.48588 1.76702 2.69940 0.017 -0.006 0.017 0.00
H 4.38888 4.22772 2.46613 0.003 0.005 0.009 0.00
H 2.98127 5.24100 0.70513 0.000 0.012 -0.006 0.00
H 1.68227 3.82818 -0.80183 -0.008 -0.003 -0.012 0.01
C -0.72773 -0.76893 -3.83304 0.029 0.003 0.061 0.00
P -1.79137 -0.21676 -2.46792 -0.016 -0.092 -0.165 0.26
C -2.50689 1.33391 -3.06738 -0.033 -0.063 -0.079 0.04
C -3.14245 -1.42827 -2.55079 -0.004 0.060 -0.039 0.04
H -1.31566 -0.76336 -4.75209 -0.026 0.007 -0.007 0.00
H -0.38321 -1.78509 -3.64417 -0.001 -0.003 -0.007 0.00
H 0.13512 -0.11910 -3.96434 -0.012 0.019 0.025 0.00
H -3.24840 1.68963 -2.35824 -0.011 0.012 0.011 0.00
H -2.98020 1.16212 -4.03674 -0.010 -0.018 0.014 0.00
H -1.72657 2.07929 -3.18819 0.078 0.031 -0.008 0.00
H -3.40327 -1.57725 -3.60087 -0.009 0.010 0.009 0.01
H -4.00791 -1.05808 -2.00981 -0.002 0.016 0.021 -0.01
H -2.82905 -2.37985 -2.12628 0.040 -0.004 -0.007 0.00
F -3.34225 3.84699 -0.33796 -0.032 0.016 -0.010 0.00
C -2.35993 4.11826 0.51809 -0.002 0.174 0.093 0.00
F -2.79264 4.99574 1.40902 0.002 -0.016 -0.001 0.00
F -1.35557 4.67262 -0.17049 0.005 -0.059 -0.045 0.00
S -1.73541 2.57209 1.38911 -0.061 0.288 -1.206 0.02
O -0.34757 2.53772 1.05426 0.417 0.238 0.120 0.01
O -2.17123 2.72358 2.72726 -0.270 -0.049 0.665 0.00
N -2.42005 1.43240 0.44726 0.127 -0.449 0.339 0.05
S -3.96599 1.03054 0.59467 -0.110 -0.079 -0.160 -0.02
O -4.65698 1.84556 1.53721 -0.021 0.059 0.055 0.01
O -4.47212 0.80876 -0.72759 -0.176 0.018 0.032 0.00
C -4.09334 -0.69957 1.28037 0.101 -0.029 0.026 0.01
F -3.54029 -1.57794 0.42976 0.097 0.014 0.013 -0.01
F -3.53468 -0.87551 2.47005 -0.039 0.046 -0.003 0.00
F -5.38561 -0.97752 1.39163 -0.046 0.037 -0.129 0.00
C 0.13428 1.26532 4.88675 0.007 -0.119 0.082 0.00
As -1.16280 0.11614 4.05105 -0.138 0.075 0.353 0.03
C -0.89592 -1.66929 4.72374 -0.001 0.031 0.060 0.00
C -2.90901 0.59804 4.73375 0.121 -0.003 0.087 0.00
O -0.95497 0.17844 2.41435 0.208 -0.447 -0.420 0.07
H 0.00198 1.27765 5.96839 0.009 -0.003 -0.019 0.00
H 0.01221 2.26803 4.48364 -0.037 0.001 -0.038 0.00
H 1.12932 0.89280 4.64151 -0.017 0.042 0.000 0.00
H -0.95568 -1.67514 5.81244 -0.012 0.023 -0.015 0.00
H 0.06932 -2.05037 4.40431 0.003 -0.012 -0.003 0.00
H -1.68551 -2.30019 4.31818 -0.004 0.005 -0.022 0.00
H -3.46331 -0.31390 4.94933 0.015 0.038 -0.007 0.00
H -3.44282 1.20484 4.01126 0.012 0.022 -0.026 0.00
H -2.77400 1.16708 5.65281 0.014 -0.002 0.003 0.00

***

(2)
112
Properties=species:S:1:pos:R:3:forces:R:3:mulliken_charge:R:1 method="wB97M-V/def2-TZVPD" homo_ev=-12.400 total_energy_ha=-5321.020174 total_charge=+1
C -1.85684 4.28275 2.88666 -0.229 -0.341 -0.035 -0.90
N -2.40802 3.04807 2.30813 0.090 0.239 -0.131 -0.26
C -2.82209 3.14480 0.92604 0.027 -0.478 0.465 -1.29
C -1.68432 3.49158 -0.00667 0.110 0.168 -0.203 1.25
C -0.49843 2.71743 -0.01403 0.370 0.798 -0.964 -0.45
C 0.46603 3.07144 -0.93158 -0.218 -0.309 0.492 -0.87
C 0.23604 4.16674 -1.79322 -0.129 -0.124 0.273 0.07
C 1.29002 4.54946 -2.82186 -0.185 -0.104 0.295 0.94
F 1.69546 3.42733 -3.44142 0.145 -0.285 -0.171 -0.27
F 0.79047 5.38131 -3.72378 -0.209 0.344 -0.223 -0.28
C 2.52625 5.21256 -2.15614 -0.442 -0.346 -0.453 0.66
F 3.33183 4.28676 -1.68178 0.474 -0.815 0.572 -0.26
F 3.18200 5.92830 -3.01925 0.539 0.715 -0.841 -0.25
F 2.13289 5.98192 -1.15814 -0.390 0.552 0.617 -0.24
N -0.83681 4.89819 -1.74575 -0.388 -0.475 0.726 -0.74
N -1.77090 4.53692 -0.83456 0.549 -0.028 -0.513 0.71
P -3.27362 5.67180 -0.84542 -0.317 0.058 -0.018 0.04
O -2.52677 7.02155 -1.28285 0.288 -0.109 0.005 -0.44
I -4.10884 4.92046 -2.96561 0.040 0.087 0.189 0.26
H -2.22198 5.13513 2.31137 0.088 0.065 0.002 0.28
H -0.76441 4.28336 2.90341 0.021 0.186 -0.029 0.29
H -2.22742 4.41121 3.90253 0.106 -0.019 0.032 0.32
H -1.81033 2.25064 2.47059 -0.131 -0.071 0.102 0.35
H -3.18710 2.16733 0.60563 -0.060 0.225 -0.033 0.00
H -3.67045 3.82034 0.86702 0.109 0.206 -0.194 0.64
H -0.36429 1.87686 0.64842 -0.089 0.069 0.044 0.53
H 1.40731 2.53916 -1.00430 -0.105 -0.069 -0.004 0.54
H -1.94479 7.36357 -0.58607 -0.158 0.243 -0.075 0.36
C -1.76386 -3.47051 -2.73382 -0.283 0.059 0.144 -1.11
C -0.85855 -2.50361 -2.00750 0.279 -0.350 -0.297 -0.26
O -1.62876 -1.46831 -1.33971 0.039 0.063 0.106 -0.24
C -2.14140 -1.79549 -0.16608 0.090 -0.075 -0.088 0.16
O -2.02942 -2.81695 0.43762 -0.028 0.061 0.010 -0.51
C -2.92773 -0.59082 0.39100 -0.146 0.033 0.030 1.11
F -3.69535 -0.01329 -0.53797 0.014 0.010 0.022 -0.27
F -2.05161 0.37155 0.81796 0.080 -0.403 0.013 -0.31
F -3.68018 -0.92560 1.41894 0.060 -0.008 -0.006 -0.23
H -2.41176 -2.93690 -3.42992 0.075 0.003 -0.065 0.34
H -1.16687 -4.19110 -3.29055 0.033 0.002 0.005 0.41
H -2.39911 -4.01925 -2.03888 0.081 -0.069 0.023 0.24
H -0.21970 -1.97369 -2.71070 -0.078 0.174 0.059 0.29
H -0.22096 -3.00943 -1.28260 -0.124 0.018 0.126 0.40
C -3.04810 0.90640 -9.25760 -0.177 -0.021 0.158 -1.09
C -2.87617 2.40131 -9.11465 0.280 -0.143 -0.270 -0.21
O -3.98703 2.99050 -8.39621 -0.023 0.038 0.079 -0.31
C -3.94869 2.90832 -7.08313 0.099 -0.026 -0.100 0.37
O -3.10192 2.41255 -6.39622 -0.040 0.058 0.002 -0.53
C -5.18516 3.61510 -6.48926 -0.097 -0.054 0.044 0.89
F -6.30567 3.28410 -7.12115 0.046 0.027 0.051 -0.25
F -5.03032 4.94496 -6.55658 0.006 -0.027 0.017 -0.26
F -5.31700 3.28596 -5.19434 -0.069 -0.002 -0.139 -0.24
H -4.00053 0.67618 -9.73466 0.035 0.011 -0.070 0.31
H -2.24343 0.49899 -9.86790 0.012 0.017 -0.020 0.37
H -3.02849 0.41299 -8.28648 0.064 0.015 0.004 0.31
H -2.88363 2.89051 -10.08513 -0.118 0.062 0.031 0.32
H -1.94540 2.65794 -8.61121 -0.062 0.003 0.127 0.32
C 2.93222 6.85784 1.55121 -0.161 0.089 0.205 -0.83
C 3.80441 7.73881 2.41895 0.226 -0.235 -0.179 -0.45
O 3.02680 8.78939 3.02585 -0.007 0.047 0.124 -0.32
C 2.32812 8.44386 4.09797 0.081 -0.065 -0.083 0.35
O 2.26758 7.36012 4.60049 -0.046 0.055 -0.018 -0.52
C 1.58585 9.67768 4.65525 -0.010 -0.034 0.014 0.89
F 0.99894 10.36644 3.66880 -0.008 -0.001 0.063 -0.25
F 2.45269 10.48133 5.27787 -0.058 0.004 -0.021 -0.24
F 0.65200 9.29839 5.52033 0.030 0.050 -0.021 -0.23
H 2.40859 7.46126 0.81168 0.072 0.022 -0.064 0.31
H 3.54154 6.11421 1.04096 0.043 0.013 -0.016 0.32
H 2.18869 6.34200 2.16036 0.054 -0.046 0.009 0.29
H 4.56023 8.24847 1.82659 -0.073 0.120 0.014 0.36
H 4.31224 7.16410 3.19194 -0.101 0.025 0.095 0.33
C 4.12578 -3.80252 1.66826 -0.075 -0.233 -0.089 -0.92
C 3.96248 -3.57641 0.18231 0.103 0.362 0.200 -0.31
O 3.91026 -4.82783 -0.53690 -0.070 -0.069 -0.075 -0.32
C 2.74285 -5.44494 -0.54927 0.023 0.069 0.060 0.32
O 1.71776 -5.07886 -0.04985 0.002 0.024 -0.059 -0.51
C 2.85062 -6.74977 -1.36779 -0.017 -0.011 0.061 0.90
F 3.95030 -7.43409 -1.05126 -0.061 -0.012 -0.049 -0.25
F 2.89377 -6.45277 -2.67454 0.002 -0.039 0.019 -0.27
F 1.78825 -7.51980 -1.14498 0.047 0.003 -0.041 -0.18
H 5.00728 -4.41070 1.86689 0.048 0.070 0.021 0.32
H 4.23958 -2.85022 2.18330 0.017 0.023 -0.017 0.33
H 3.26535 -4.31879 2.08927 -0.039 0.053 -0.003 0.32
H 4.82177 -3.05310 -0.23117 0.033 -0.114 -0.073 0.35
H 3.06839 -2.99533 -0.04419 -0.073 -0.110 -0.011 0.24
C -1.31105 -7.44512 1.37533 -0.186 0.118 0.070 -0.93
C -1.73124 -8.48503 0.36193 0.419 -0.037 0.070 -0.27
O -3.17175 -8.60063 0.29921 -0.084 0.024 -0.106 -0.32
C -3.77990 -7.67546 -0.42321 0.226 -0.047 0.072 0.37
O -3.26216 -6.77318 -1.01548 -0.149 0.061 -0.068 -0.52
C -5.30142 -7.93345 -0.43840 0.014 0.055 0.016 0.89
F -5.75647 -8.21497 0.78551 -0.029 0.010 -0.063 -0.25
F -5.57353 -8.96967 -1.24141 -0.027 0.024 0.029 -0.25
F -5.94524 -6.86257 -0.89493 -0.008 -0.061 0.010 -0.24
H -1.73282 -7.67285 2.35486 0.057 -0.069 0.007 0.33
H -0.22490 -7.42003 1.45592 0.013 -0.018 -0.024 0.34
H -1.65475 -6.45307 1.08456 0.063 0.002 -0.058 0.17
H -1.37774 -9.47437 0.64190 -0.156 -0.043 0.039 0.34
H -1.34399 -8.25667 -0.62975 -0.104 0.065 -0.035 0.32
C 3.66918 -6.03304 7.52184 0.206 0.052 -0.097 -1.09
C 3.02717 -4.68375 7.29223 -0.271 -0.246 0.175 -0.22
O 4.00954 -3.69367 6.90840 0.034 0.070 -0.067 -0.33
C 4.37015 -3.68831 5.63913 -0.110 -0.109 0.084 0.36
O 3.97035 -4.39965 4.76283 0.064 0.089 0.039 -0.51
C 5.39572 -2.55847 5.40080 0.024 -0.044 -0.008 0.92
F 6.32930 -2.53416 6.35096 -0.016 0.040 -0.061 -0.25
F 4.76154 -1.37401 5.39714 0.039 -0.015 -0.007 -0.27
F 5.99157 -2.71433 4.22046 -0.004 0.038 0.041 -0.23
H 4.46748 -5.95425 8.25966 -0.053 -0.006 0.056 0.31
H 2.92480 -6.74010 7.88530 -0.021 0.010 0.013 0.37
H 4.09785 -6.42646 6.60094 -0.063 -0.009 -0.024 0.31
H 2.58868 -4.29873 8.20950 0.091 0.098 0.002 0.31
H 2.24635 -4.72999 6.53446 0.088 0.030 -0.100 0.32